Arrangement P

Formula: C3H7N4
Source: the Open Molecules 2025 dataset
Level of theory: wB97M-V/def2-TZVPD

Geometry (Å):
C  -1.955  -0.267  -0.224
C  -1.503  1.144  -0.106
C  0.217  -1.294  0.123
N  -1.227  -1.273  -0.020
N  -0.317  1.375  -0.156
N  0.797  -0.220  -0.709
N  1.861  0.475  -0.108
H  -2.974  -0.472  -0.236
H  -2.281  1.907  0.346
H  0.418  -1.195  1.284
H  0.605  -2.230  -0.154
H  1.426  1.116  0.536
H  2.255  1.030  -0.891
H  2.676  -0.095  0.317

Values from the calculation:
Charge: +1
Gap between HOMO and LUMO (spin up / spin down): 8.836 / 8.844 eV
Highest occupied orbital energy (spin up / spin down): -14.28 / -14.28 eV

Arrangement Q

Formula: C3H7N4
Source: the Open Molecules 2025 dataset
Level of theory: wB97M-V/def2-TZVPD

Geometry (Å):
C  -0.055  0.283  -0.094
C  -2.216  -0.871  0.513
C  1.352  0.038  0.243
N  -4.017  0.463  -0.188
N  -3.074  -0.047  0.116
N  -0.534  0.956  -1.137
N  -0.862  -0.464  0.679
H  -2.455  -1.807  0.896
H  1.658  0.413  1.245
H  2.107  0.439  -0.410
H  1.520  -0.990  0.344
H  -0.003  1.731  -1.581
H  -1.360  0.758  -1.542
H  -0.341  -0.803  1.487

Values from the calculation:
Charge: +1
Gap between HOMO and LUMO: 8.976 eV
Highest occupied orbital energy: -12.96 eV

arrangement Q comes first in stability; the runner-up is 323.2 kJ/mol higher.

Arrangement P

Formula: C2H4N4S
Source: the Open Molecules 2025 dataset
Level of theory: wB97M-V/def2-TZVPD

Geometry (Å):
N  1.064  -0.672  1.681
C  0.236  -0.686  0.613
N  -0.469  -1.719  0.416
N  -1.315  -1.475  -0.593
C  -0.977  -0.349  -1.137
N  0.038  0.297  -0.396
S  0.586  1.906  -0.434
H  0.921  0.117  2.292
H  0.962  -1.746  2.022
H  -1.417  -0.020  -2.061
H  -0.618  2.352  0.076

Values from the calculation:
SMILES string: Nc1nncn1S
Gap between HOMO and LUMO: 9.172 eV
Highest occupied orbital energy: -8.77 eV

Arrangement Q

Formula: C2H4N4S
Source: the Open Molecules 2025 dataset
Level of theory: wB97M-V/def2-TZVPD

Geometry (Å):
H  -1.578  0.044  -2.044
N  -0.869  -0.916  -1.704
C  -0.194  -0.607  -0.730
C  0.345  -1.517  0.304
N  0.627  -0.786  1.303
N  0.650  0.481  1.053
N  0.278  0.530  -0.221
S  -0.243  2.077  -0.621
H  0.395  -2.513  0.451
H  1.481  0.864  1.368
H  -0.892  2.343  0.843

Values from the calculation:
SMILES string: [H]/N=c1/cn[nH]n1S
Gap between HOMO and LUMO: 8.575 eV
Highest occupied orbital energy: -8.50 eV

arrangement P comes first in stability; the runner-up is 324.5 kJ/mol higher.

Arrangement P

Formula: C2H4N4S
Source: the Open Molecules 2025 dataset
Level of theory: wB97M-V/def2-TZVPD

Geometry (Å):
C  -1.772  -1.613  0.132
C  -1.867  -0.073  0.200
N  -0.790  -2.322  0.016
N  -0.710  0.493  0.400
N  0.371  -0.139  0.711
N  1.480  0.531  0.269
S  -3.305  0.724  0.001
H  -2.825  -2.150  0.191
H  -0.877  1.476  0.341
H  1.444  0.705  -0.716
H  2.212  0.066  0.765

Values from the calculation:
Gap between HOMO and LUMO (spin up / spin down): 7.667 / 7.816 eV
Highest occupied orbital energy (spin up / spin down): -8.16 / -8.89 eV

Arrangement Q

Formula: C2H4N4S
Source: the Open Molecules 2025 dataset
Level of theory: wB97M-V/def2-TZVPD

Geometry (Å):
H  -1.516  -1.250  -2.100
N  -1.838  -0.360  -1.697
C  -0.957  -0.045  -0.839
N  0.097  -0.939  -0.426
N  1.334  -0.559  0.050
C  1.301  0.335  0.996
N  0.075  0.894  1.365
S  -0.942  1.474  0.014
H  0.199  -1.656  -1.104
H  2.153  0.595  1.592
H  0.095  1.510  2.151

Values from the calculation:
SMILES string: [H]/N=C1\NN=CNS1
Gap between HOMO and LUMO: 9.197 eV
Highest occupied orbital energy: -8.80 eV

arrangement Q comes first in stability; the runner-up is 301.3 kJ/mol higher.

Arrangement P

Formula: C4H6BrNO
Source: the Open Molecules 2025 dataset
Level of theory: wB97M-V/def2-TZVPD

Geometry (Å):
N  0.270  2.269  0.232
C  -0.577  1.264  0.323
O  -1.770  1.291  0.478
C  0.386  -0.342  0.072
Br  2.259  -0.045  0.307
C  -0.144  -1.295  -0.940
C  -0.351  -1.551  0.571
H  1.311  2.011  -0.043
H  0.103  3.248  0.152
H  0.686  -1.660  -1.551
H  -1.061  -1.145  -1.490
H  -1.393  -1.660  0.922
H  0.281  -2.386  0.968

Values from the calculation:
SMILES string: NC(=O)C1(Br)CC1
Gap between HOMO and LUMO: 9.865 eV
Highest occupied orbital energy: -9.22 eV

Arrangement Q

Formula: C4H6BrNO
Source: the Open Molecules 2025 dataset
Level of theory: wB97M-V/def2-TZVPD

Geometry (Å):
C  -1.048  0.243  0.027
C  0.379  0.649  0.318
O  0.608  0.555  1.713
C  0.762  1.966  -0.260
N  1.224  2.961  -0.593
C  1.392  -0.454  -0.534
Br  3.219  -0.160  0.128
H  -1.292  0.701  -0.912
H  -1.929  0.663  0.755
H  -1.263  -0.789  0.174
H  1.588  0.687  1.754
H  1.073  -1.519  -0.521
H  1.372  0.089  -1.542

Values from the calculation:
SMILES string: C[C@](O)(C#N)CBr
Gap between HOMO and LUMO: 11.214 eV
Highest occupied orbital energy: -10.69 eV

arrangement Q comes first in stability; the runner-up is 33.0 kJ/mol higher.

Arrangement P

Formula: C2H5NOS
Source: the Open Molecules 2025 dataset
Level of theory: wB97M-V/def2-TZVPD

Geometry (Å):
C  1.409  0.761  0.051
S  0.897  -0.737  -0.888
N  -0.510  -1.002  0.061
C  -1.678  -0.318  -0.156
O  -1.770  0.626  -0.921
H  0.628  1.516  -0.055
H  2.354  1.133  -0.381
H  1.644  0.454  1.081
H  -0.456  -1.710  0.728
H  -2.519  -0.722  0.479

Values from the calculation:
SMILES string: CSNC=O
Gap between HOMO and LUMO: 10.038 eV
Highest occupied orbital energy: -9.29 eV

Arrangement Q

Formula: C2H5NOS
Source: the Open Molecules 2025 dataset
Level of theory: wB97M-V/def2-TZVPD

Geometry (Å):
C  -0.077  -0.873  -0.913
C  -0.220  -0.531  0.577
N  0.232  0.790  0.911
O  0.582  3.219  0.839
S  0.140  2.101  0.023
H  -0.648  -0.227  -1.524
H  -0.106  -1.972  -1.003
H  0.940  -0.499  -1.182
H  0.383  -1.325  1.079
H  -1.226  -0.682  1.194

Values from the calculation:
Gap between HOMO and LUMO: 9.334 eV
Highest occupied orbital energy: -10.05 eV

Arrangement R

Formula: C2H5NOS
Source: the Open Molecules 2025 dataset
Level of theory: wB97M-V/def2-TZVPD

Geometry (Å):
C  -0.247  0.338  1.894
S  -0.949  0.503  0.239
C  0.236  -0.244  -0.823
N  -0.057  -0.514  -2.201
O  1.352  -0.465  -0.444
H  0.533  1.098  2.152
H  -1.278  0.471  2.535
H  0.349  -0.623  2.125
H  0.739  -0.928  -2.629
H  -0.678  0.364  -2.848

Values from the calculation:
SMILES string: CSC(N)=O
Gap between HOMO and LUMO: 9.944 eV
Highest occupied orbital energy: -9.37 eV

arrangement P comes first in stability; the runner-up is 73.7 kJ/mol higher.

Arrangement P

Formula: C2H5NOS
Source: the Open Molecules 2025 dataset
Level of theory: wB97M-V/def2-TZVPD

Geometry (Å):
C  0.760  2.478  0.987
C  -0.636  -0.343  0.734
N  -0.274  0.682  -0.295
O  2.338  2.592  2.872
S  1.853  1.689  1.805
H  -0.031  3.208  1.144
H  -1.203  -0.949  0.023
H  0.412  -0.682  1.126
H  -1.195  0.067  1.597
H  -1.124  1.065  -0.497

Values from the calculation:
Gap between HOMO and LUMO (spin up / spin down): 7.975 / 7.974 eV
Highest occupied orbital energy (spin up / spin down): -9.34 / -9.34 eV

Arrangement Q

Formula: C2H5NOS
Source: the Open Molecules 2025 dataset
Level of theory: wB97M-V/def2-TZVPD

Geometry (Å):
O  -0.413  0.248  1.842
C  0.517  -0.367  1.090
C  0.475  0.092  -0.366
N  -0.513  -0.298  -1.113
S  -0.834  0.479  -2.638
H  -0.079  1.097  2.286
H  0.050  -1.441  1.126
H  1.547  -0.471  1.520
H  1.087  0.995  -0.681
H  -1.837  -0.333  -3.067

Values from the calculation:
SMILES string: OC/C=N/S
Gap between HOMO and LUMO: 9.708 eV
Highest occupied orbital energy: -9.07 eV

Arrangement R

Formula: C2H5NOS
Source: the Open Molecules 2025 dataset
Level of theory: wB97M-V/def2-TZVPD

Geometry (Å):
C  -0.884  0.254  -0.262
C  0.418  0.643  -0.217
N  -1.791  -0.728  0.194
O  2.816  -0.868  -0.210
S  2.305  0.412  0.262
H  -1.486  0.996  -0.788
H  -2.527  -0.900  -0.470
H  0.536  1.596  -0.718
H  -1.382  -1.571  0.577
H  1.996  0.167  1.632

Values from the calculation:
Gap between HOMO and LUMO: 9.656 eV
Highest occupied orbital energy: -9.08 eV

arrangement Q comes first in stability; the runner-up is 96.2 kJ/mol higher.

Arrangement P

Formula: C2H5NOS
Source: the Open Molecules 2025 dataset
Level of theory: wB97M-V/def2-TZVPD

Geometry (Å):
C  1.612  0.606  -0.058
C  -1.985  -0.423  0.381
H  1.365  1.193  1.064
H  2.929  0.387  0.043
H  1.524  1.404  -0.882
H  -0.887  -0.674  -1.447
H  -1.667  -1.021  1.427
N  -0.882  -0.929  -0.447
O  -2.934  0.298  -0.124
S  0.925  -0.842  0.044

Values from the calculation:
Gap between HOMO and LUMO: 9.334 eV
Highest occupied orbital energy: -9.12 eV

Arrangement Q

Formula: C2H5NOS
Source: the Open Molecules 2025 dataset
Level of theory: wB97M-V/def2-TZVPD

Geometry (Å):
C  -0.120  1.177  -0.073
C  0.204  -1.635  -0.369
N  -1.477  -1.429  -0.442
O  -2.027  -0.923  0.537
S  0.199  -0.074  -1.365
H  -0.613  2.022  -0.394
H  0.758  1.113  0.540
H  -0.887  0.799  0.674
H  0.440  -2.336  -1.087
H  0.564  -1.811  0.638

Values from the calculation:
Gap between HOMO and LUMO (spin up / spin down): 8.984 / 8.983 eV
Highest occupied orbital energy (spin up / spin down): -8.63 / -8.63 eV

Arrangement R

Formula: C2H5NOS
Source: the Open Molecules 2025 dataset
Level of theory: wB97M-V/def2-TZVPD

Geometry (Å):
C  -1.018  -1.371  0.305
C  -0.644  -0.533  -0.706
O  -0.786  -0.786  -1.911
N  -0.197  1.005  -0.184
S  1.255  0.760  1.021
H  -0.289  -2.222  0.676
H  -2.288  -1.630  0.143
H  -0.932  -0.636  1.212
H  0.455  1.121  -1.114
H  0.608  1.894  1.728

Values from the calculation:
SMILES string: CC(=O)NS
Gap between HOMO and LUMO: 9.813 eV
Highest occupied orbital energy: -9.64 eV

Arrangement S

Formula: C2H5NOS
Source: the Open Molecules 2025 dataset
Level of theory: wB97M-V/def2-TZVPD

Geometry (Å):
C  0.795  -0.172  1.280
C  0.870  -0.802  -1.055
N  1.174  -0.686  0.295
O  -2.469  0.979  0.228
S  -1.134  1.995  0.071
H  1.239  -0.228  2.272
H  1.161  -1.877  -1.455
H  -0.216  -0.425  -1.092
H  1.554  -0.114  -1.624
H  -2.975  1.331  1.078

Values from the calculation:
Gap between HOMO and LUMO (spin up / spin down): 8.764 / 6.105 eV
Highest occupied orbital energy (spin up / spin down): -8.65 / -7.14 eV

arrangement R comes first in stability; the runner-up is 31.2 kJ/mol higher.